(1)
20
Properties=species:S:1:pos:R:3:forces:R:3 method="wB97M-V/def2-TZVPD" multiplicity=6 s2=8.768 e_lumo_ev="-8.12 / -8.04" charge=+1 gap_ha="0.1658 / 0.1686"
Mn -3.334146 -6.911113 -5.638314 -0.3864 2.1465 0.6476
I -3.809202 -4.292340 -4.849770 0.3640 -2.2081 -0.6977
C -4.305252 -2.010248 -1.267132 -0.3656 -0.3900 0.1348
C -3.898739 -0.954435 -2.263802 0.9017 0.5672 0.0415
O -2.649226 -1.263527 -2.917127 -0.5322 -0.2781 0.1231
H -4.332030 -2.988889 -1.760969 -0.2126 -0.0078 0.0475
H -5.290215 -1.793379 -0.848085 -0.1092 -0.0674 -0.2353
H -3.655314 -2.127103 -0.400010 0.3627 0.2892 -0.2328
H -3.700807 -0.006166 -1.765293 -0.1690 0.0289 0.0104
H -4.645945 -0.774197 -3.040414 -0.2630 -0.1069 0.2031
H -2.840585 -2.069203 -3.408006 0.4159 0.0243 -0.0410
C -8.336327 -5.161310 -3.030881 0.3209 -0.4963 0.0608
C -7.407393 -3.973873 -2.780066 -1.0100 -0.7930 -0.4819
O -7.345853 -3.165597 -3.946513 0.0153 0.6226 0.2396
H -8.458739 -5.741987 -2.112390 0.1514 -0.1177 -0.0770
H -7.921660 -5.799543 -3.817757 -0.0192 -0.1280 0.1039
H -9.343069 -4.896771 -3.350385 0.1173 0.4459 -0.0185
H -6.411620 -4.323495 -2.497253 -0.0146 0.0836 0.2206
H -7.876763 -3.430650 -1.960525 0.4670 0.5551 -0.1074
H -6.638065 -3.455635 -4.525029 -0.0344 -0.1702 0.0589



(2)
45
Properties=species:S:1:pos:R:3:forces:R:3 method="wB97M-V/def2-TZVPD" multiplicity=1 e_lumo_ev=4.57 charge=-2 gap_ha=0.1540
C -0.505009 0.931231 -2.791351 1.2021 -0.8763 -0.2319
C -0.667118 -0.462231 -3.050811 1.1212 0.8036 0.7684
C 0.619643 -1.070383 -3.035722 -0.1168 1.3823 0.6658
C -1.946370 -1.179599 -3.187813 -0.4995 -0.3489 -0.1203
C 1.579560 -0.062448 -2.740698 -1.4895 0.4480 -0.3551
C 0.888612 1.184386 -2.630226 -0.6107 -1.4092 -0.2840
C 1.492149 2.489525 -2.290406 0.1747 0.3370 0.0140
C -1.596490 1.903922 -2.578212 -0.3801 0.2784 0.0745
C 0.881978 -2.513498 -3.190214 0.0053 -0.3907 -0.1577
C 3.006622 -0.302849 -2.446667 0.4799 -0.1677 -0.0500
Ce -0.638920 -0.873768 0.873502 1.1978 1.2252 -2.2645
Cl -1.922044 -3.071899 0.201585 -0.0337 -0.1685 0.2164
Cl -2.964419 0.312286 0.710876 -0.2404 0.0718 0.2778
Cl 1.628056 -2.084508 0.312475 -0.1622 -0.1201 0.4131
H -2.783493 -0.503553 -2.976825 -0.0181 -0.2135 -0.0357
H -2.004758 -2.030176 -2.489956 -0.1758 0.1156 -0.2508
H -2.069988 -1.570262 -4.206868 -0.2514 -0.1276 -0.0480
H 0.094834 -3.101257 -2.699947 0.1933 -0.1222 -0.0191
H 1.851302 -2.778942 -2.756244 -0.1192 -0.1349 0.0224
H 0.899183 -2.805556 -4.250035 0.0414 -0.2131 -0.0642
H 3.122226 -1.196341 -1.811286 0.1171 0.2697 -0.1345
H 3.435290 0.555307 -1.911682 0.0804 -0.2141 -0.0646
H 3.593792 -0.463067 -3.365327 0.2034 0.0146 0.1201
H 2.418995 2.352435 -1.718352 -0.0893 0.1588 -0.0192
H 0.803446 3.094005 -1.685845 0.1459 0.0193 0.0037
H 1.737661 3.075192 -3.192208 0.0780 0.1231 0.1469
H -2.440963 1.424137 -2.067443 0.0046 0.1951 -0.0533
H -1.978342 2.351381 -3.509252 -0.0606 0.0974 0.0354
H -1.253158 2.719917 -1.930885 -0.1464 -0.0001 -0.0511
O 0.239857 0.978625 0.279333 -0.4713 -0.5416 1.2353
H 0.321348 1.732609 0.894882 -0.0671 -0.4672 -0.4731
C -1.748803 -0.505165 4.867428 -0.3965 0.0338 0.2066
C -0.439767 -0.098928 4.227756 1.2180 0.0817 -0.3397
O -0.274779 -0.538392 2.931140 -0.3191 0.3110 1.6110
C -0.329831 1.474099 4.240593 -0.1762 -0.1334 -0.4620
F -0.462125 1.968859 5.507700 0.1491 -0.0497 -0.6545
F 0.840727 1.924413 3.735372 -0.7488 -0.1554 0.4104
F -1.321886 2.020381 3.483135 0.7590 -0.4218 0.7401
C 0.747454 -0.709007 5.097322 -0.0645 -0.1471 -0.5541
F 0.599166 -0.472049 6.435465 0.1127 -0.1577 -0.6364
F 0.780613 -2.061491 4.930763 -0.0616 1.0346 0.2881
F 1.958279 -0.230482 4.740383 -0.6342 -0.3502 0.3076
H -2.573187 -0.109546 4.264239 0.1491 -0.0776 0.1077
H -1.794214 -0.099426 5.889567 -0.1657 -0.2273 -0.3317
H -1.825123 -1.597881 4.890759 0.0659 0.2348 -0.0095



(3)
84
Properties=species:S:1:pos:R:3:forces:R:3 method="wB97M-V/def2-TZVPD" multiplicity=1 e_lumo_ev=1.27 charge=-1 gap_ha=0.2167
Os 0.048080 -0.378107 -0.041528 -0.1507 -0.0054 0.1160
C 0.419110 2.280269 -6.737466 0.0000 0.0119 -0.0315
C 0.342297 2.043463 -5.253763 -0.0054 -0.0065 0.0235
C -0.422767 2.857232 -4.423628 0.0157 0.0003 0.0213
C -0.512126 2.614848 -3.071013 0.0043 0.0358 -0.0444
C 0.165773 1.543514 -2.460987 0.0141 -0.1007 -0.0013
N 0.067087 1.353515 -1.086227 0.1775 0.1691 -0.0360
C -0.166050 2.532321 -0.339431 -0.0726 -0.1135 -0.0135
C 0.748332 3.582957 -0.416582 -0.0047 0.0513 0.0297
C 0.583218 4.724643 0.337532 -0.0218 -0.0282 -0.0027
C -0.505698 4.854012 1.197754 -0.0175 -0.0143 -0.0181
C -0.676229 6.074958 2.060834 0.0080 0.0172 0.0201
C -1.416525 3.812522 1.265165 0.0030 0.0400 -0.0075
C -1.264985 2.647595 0.514451 0.0664 -0.0399 -0.1496
C -2.277211 1.501817 0.552690 -0.0790 0.0423 0.1569
O -1.763240 0.228771 0.423599 0.1087 -0.0989 -0.2362
C -3.305780 1.687320 -0.608155 -0.0668 0.0727 0.0018
F -3.687506 2.975820 -0.735318 0.0020 -0.0093 0.0178
F -2.785290 1.313217 -1.775397 0.0209 -0.0124 0.0093
F -4.422947 0.969535 -0.423435 0.0311 -0.0303 0.0223
C -3.068728 1.473316 1.896890 0.0334 0.0294 0.0191
F -3.970665 2.479653 1.990884 -0.0156 0.0216 -0.0148
F -3.742158 0.338659 2.055764 -0.0165 -0.0419 -0.0281
F -2.236750 1.587862 2.938769 0.0091 0.0219 0.0306
C 0.927902 0.714183 -3.297938 -0.0023 0.0362 0.0710
C 1.005306 0.982329 -4.662803 0.0121 0.0117 -0.0187
C 1.688240 -0.429707 -2.653339 -0.0486 -0.0014 0.0204
O 0.997050 -1.060684 -1.635104 -0.0175 0.0201 -0.0798
C 1.965164 -1.588982 -3.663384 0.0118 0.0102 0.0087
F 2.876482 -1.271836 -4.608154 0.0451 0.0317 -0.0306
F 0.838817 -1.933747 -4.294249 -0.0651 -0.0041 -0.0173
F 2.429182 -2.681283 -3.057558 0.0227 -0.0347 0.0568
C 3.058833 0.087365 -2.121661 0.0450 0.0498 0.0254
F 2.904866 0.964921 -1.121204 -0.0456 -0.0327 0.0045
F 3.825249 -0.907934 -1.645912 0.0057 -0.0495 0.0397
F 3.771454 0.710629 -3.075703 -0.0407 -0.0056 -0.0414
H 0.326730 3.341515 -6.973411 -0.0031 0.0010 0.0058
H -0.381469 1.756209 -7.265899 -0.0028 0.0012 -0.0020
H 1.366750 1.927528 -7.146666 -0.0006 -0.0107 0.0094
H -0.967423 3.696302 -4.843538 -0.0018 -0.0006 -0.0077
H -1.126665 3.261186 -2.459916 0.0134 -0.0058 -0.0074
H 1.600417 3.469550 -1.074885 0.0053 0.0043 0.0004
H 1.313003 5.523950 0.271478 0.0071 -0.0005 0.0002
H -0.156314 6.934180 1.636066 0.0011 -0.0002 -0.0059
H -0.270646 5.904375 3.060883 0.0026 0.0050 0.0024
H -1.728551 6.337819 2.174640 -0.0047 -0.0122 -0.0033
H -2.266718 3.925527 1.921956 -0.0098 -0.0043 0.0093
H 1.614694 0.353360 -5.295316 -0.0135 0.0083 -0.0061
S 0.789616 0.849922 1.786889 0.0833 -0.0891 -0.0128
C 2.039172 -0.179135 2.395309 -0.2382 0.0466 -0.0732
N 2.748232 0.144829 3.409437 -0.1967 0.0634 0.0408
N 3.715943 -0.783492 3.796094 0.1851 0.0497 0.1484
C 4.840216 -1.004318 2.981139 0.1668 -0.0333 -0.0936
C 4.997551 -0.443775 1.714880 0.0383 0.0512 0.0017
C 6.122744 -0.742205 0.958817 0.0091 0.0032 -0.0065
C 7.109208 -1.587486 1.442843 -0.0210 -0.0069 0.0101
C 6.956531 -2.137537 2.710445 0.0120 -0.0035 0.0016
C 5.836180 -1.854120 3.470162 -0.0419 0.0155 0.0048
N 2.277343 -1.401258 1.739134 0.0688 -0.1592 0.1382
N 1.651597 -1.620374 0.697838 -0.1356 0.1763 -0.0194
C 2.004964 -2.908030 0.129095 -0.0067 -0.0550 -0.1194
C 1.085688 -3.634841 -0.610311 0.0067 -0.0443 -0.0201
C 1.435057 -4.892425 -1.076925 -0.0092 0.0362 0.0238
C 2.702231 -5.402802 -0.843627 0.0302 0.0140 0.0194
C 3.630241 -4.646571 -0.139526 0.0051 -0.0486 -0.0369
C 3.285322 -3.401066 0.353489 0.0449 0.0061 0.0194
H 3.997996 -0.538760 4.734048 -0.0144 -0.0599 -0.0159
H 4.251802 0.228459 1.312285 0.0376 -0.0109 0.0117
H 6.217402 -0.304300 -0.026454 0.0031 0.0007 -0.0205
H 7.978374 -1.819347 0.841935 0.0035 -0.0039 -0.0003
H 7.710470 -2.805200 3.109349 0.0060 -0.0019 -0.0095
H 5.705471 -2.309466 4.445115 0.0025 0.0029 0.0031
H 0.117229 -3.232087 -0.853003 -0.0207 0.0240 0.0083
H 0.710006 -5.459938 -1.645323 0.0019 -0.0054 -0.0006
H 2.973655 -6.379424 -1.224401 0.0030 -0.0019 -0.0002
H 4.632230 -5.021593 0.024808 -0.0007 -0.0082 0.0029
H 4.008395 -2.806311 0.894846 -0.0371 -0.0084 -0.0085
F -1.841693 -4.144791 2.275302 0.0413 -0.0154 0.0196
C -2.595578 -3.426293 1.427971 -0.0375 0.0024 -0.0028
F -3.360151 -4.289305 0.749125 -0.0180 0.0000 -0.0205
F -3.409987 -2.656040 2.165210 0.0097 0.0044 -0.0030
C -1.729930 -2.560430 0.480609 0.0290 0.0192 0.0786
O -1.988090 -2.519062 -0.705746 -0.0251 0.0082 -0.0543
O -0.777777 -1.970461 1.098845 0.0553 0.0022 0.0671



(4)
18
Properties=species:S:1:pos:R:3:forces:R:3 method="wB97M-V/def2-TZVPD" multiplicity=2 s2=0.771 e_lumo_ev="-5.22 / -5.65" charge=+1 gap_ha="0.2258 / 0.2119"
Hg -1.910489 2.380908 0.091179 -2.8162 0.9814 -0.5168
O 0.297084 2.089531 0.487553 1.6619 -1.8390 -2.1215
C 0.892813 1.223923 -0.097803 1.4093 0.2342 4.6557
O 2.192961 1.156068 -0.177121 -0.4678 0.0112 -0.9185
C 2.699321 -0.191585 -0.285142 0.1425 -0.5874 -0.5302
C 1.618644 -1.081724 0.310641 -0.1083 0.0543 0.1232
H 3.633853 -0.251715 0.279107 -0.2025 0.1820 -0.2351
H 2.852026 -0.392922 -1.350799 0.1439 -0.0420 0.2889
H 1.516201 -2.045300 -0.193229 0.0593 0.1705 0.2339
H 1.662519 -1.162858 1.401666 0.0529 -0.1160 -0.2351
O 0.423490 -0.302198 -0.004634 0.5010 1.3069 -1.4173
C -0.876331 -0.593328 0.463480 -1.7200 0.4833 -0.1591
C -1.880336 -0.337351 -0.495214 2.2829 -1.1692 0.5044
C -3.161315 0.056693 -0.219795 -1.0145 0.5891 0.4726
H -0.973043 -0.360035 1.526401 -0.0301 -0.1901 -0.2872
H -1.578482 -0.466975 -1.540033 -0.1104 0.1215 0.2450
H -3.494543 0.212849 0.810659 -0.0002 -0.3616 -0.3773
H -3.914378 0.066011 -1.006921 0.2163 0.1708 0.2744



(5)
8
Properties=species:S:1:pos:R:3:forces:R:3 method="wB97M-V/def2-TZVPD" multiplicity=3 s2=2.008 e_lumo_ev="1.02 / -1.35" gap_ha="0.2708 / 0.3069"
N 1.086455 -1.035593 -0.253959 6.8071 -2.0709 1.1254
N 0.682409 1.166590 -0.158067 5.6689 5.6122 0.3356
N 0.334774 -0.064546 -0.175537 -8.4224 0.8948 0.3743
P -1.505044 -0.067240 -0.240038 1.2202 -1.4222 0.1472
H 0.756977 -1.834210 -0.658838 -1.6980 -2.4264 -1.5046
H 1.765293 1.314792 0.160674 -2.9292 -1.0127 -0.7174
H -1.640195 1.205203 0.285807 -0.0220 0.4730 0.2645
H -1.480671 -0.684998 1.039961 -0.6246 -0.0477 -0.0250



(6)
12
Properties=species:S:1:pos:R:3:forces:R:3 method="wB97M-V/def2-TZVPD" multiplicity=1 e_lumo_ev=-5.09 charge=+1 gap_ha=0.3956
C -0.612727 -0.965964 0.628964 0.3351 0.0957 -0.7914
N -1.105267 0.079932 0.078242 0.3256 0.5103 0.7834
H -0.010009 -0.907514 1.539181 -1.1831 -0.0437 0.5194
H -0.667508 -1.879052 0.050310 0.6454 -0.0540 -0.2505
H -0.997052 0.294464 -0.945751 -1.0328 -0.6209 -0.2086
H -1.330277 0.880408 0.668638 0.7851 0.1297 -0.0946
H -0.686811 1.491143 -2.982802 -0.1012 0.0649 0.1242
H -0.097366 0.087795 -3.118961 -0.1454 0.0768 0.2602
O -0.567184 0.666118 -2.497892 0.2421 -0.1387 -0.4074
H 2.260496 -0.641930 2.415566 0.1600 0.1431 0.0834
H 2.141024 0.864570 2.109217 0.1827 0.1273 0.0839
O 1.672681 0.030028 2.055288 -0.2135 -0.2906 -0.1018



Computed relative energy (zero: lowest compared OMol25 entry of this formula, charge and spin) (kJ/mol) in order:
30.35, 0.00, 0.00, 346.20, 222.08, 89.62